No. 1
105
Properties=species:S:1:pos:R:3 method="wB97M-V/def2-TZVPD" spin_multiplicity=3 orbital_gap_ev="3.01 / 2.98" lumo_energy_ev="-3.612 / -3.612"
Pd -0.920 1.967 1.486
C 3.715 2.581 0.999
N 4.528 1.382 0.792
C 3.990 0.167 0.857
C 4.690 -1.033 0.620
C 6.053 -0.892 0.382
C 6.557 0.379 0.200
C 5.848 1.505 0.493
C 6.886 -2.106 0.411
C 6.989 -2.943 1.480
C 7.515 -4.218 1.300
N 8.048 -4.592 0.118
C 7.996 -3.759 -0.950
C 7.483 -2.470 -0.807
C 8.898 -5.791 0.051
H 2.677 2.324 0.790
H 4.208 3.274 0.316
H 3.914 2.856 2.035
H 2.942 0.162 1.119
H 4.229 -2.002 0.737
H 7.619 0.334 0.006
H 6.210 2.514 0.357
H 6.608 -2.573 2.420
H 7.537 -4.951 2.093
H 8.326 -4.203 -1.878
H 7.359 -1.832 -1.669
H 8.415 -6.610 0.584
H 9.841 -5.587 0.557
H 9.106 -6.231 -0.925
C -7.155 -0.246 1.320
N -6.418 -0.775 0.185
C -5.050 -1.059 0.358
C -4.416 -1.764 -0.637
C -5.045 -2.049 -1.860
C -6.409 -1.761 -1.996
C -7.108 -1.087 -0.953
C -4.270 -2.592 -3.013
C -2.930 -2.513 -3.192
C -2.250 -2.926 -4.393
N -3.011 -3.583 -5.302
C -4.359 -3.739 -5.191
C -5.044 -3.378 -3.983
C -2.348 -4.126 -6.498
H -6.449 0.418 1.819
H -7.461 -1.087 1.942
H -7.987 0.405 1.051
H -4.550 -0.780 1.273
H -3.377 -2.052 -0.566
H -6.973 -1.989 -2.889
H -8.167 -0.878 -0.910
H -2.269 -1.909 -2.589
H -1.190 -2.759 -4.509
H -4.817 -4.340 -5.963
H -6.035 -3.789 -3.855
H -2.481 -5.207 -6.453
H -1.329 -3.761 -6.633
H -2.977 -3.858 -7.347
C -4.530 3.316 4.205
F -4.022 4.307 4.964
F -5.623 2.968 4.733
F -4.741 3.760 3.072
S -3.344 1.790 3.978
O -3.013 1.307 5.331
O -4.108 0.763 3.220
O -2.268 2.315 3.097
C 1.049 2.314 -2.788
F 0.073 3.093 -3.214
F 1.671 1.787 -3.853
F 1.960 2.964 -1.968
S 0.445 0.850 -1.617
O -0.657 0.230 -2.364
O 1.617 0.033 -1.424
O -0.100 1.413 -0.425
C 2.084 3.731 4.463
F 3.023 3.655 5.399
F 0.998 4.437 4.987
F 2.578 4.430 3.420
S 1.585 2.007 3.945
O 0.835 2.056 2.652
O 2.884 1.295 3.820
O 0.729 1.549 5.065
C -0.143 6.093 -0.545
F 0.153 5.488 -1.730
F 0.359 7.319 -0.621
F -1.440 6.180 -0.295
S 0.607 5.097 0.968
O -0.096 3.795 1.066
O 2.027 5.020 0.576
O 0.384 5.907 2.163
C -4.004 2.229 -1.921
F -2.827 2.305 -2.421
F -4.668 3.133 -2.589
F -4.643 1.020 -2.116
S -4.139 2.730 -0.040
O -5.023 1.794 0.663
O -2.768 2.642 0.442
O -4.615 4.117 0.015
C 0.281 -2.424 1.318
F -0.139 -2.190 -0.025
F 0.295 -3.708 1.663
F 1.445 -1.829 1.608
S -1.158 -1.547 2.325
O -1.114 -0.071 2.022
O -2.344 -2.167 1.809
O -0.945 -1.769 3.776

---

No. 2
69
Properties=species:S:1:pos:R:3 method="wB97M-V/def2-TZVPD" total_charge=+1 orbital_gap_ev="6.00 / 5.85" e_above_lowest_kcal_mol=0.0 lumo_energy_ev="-5.550 / -5.622"
Os -0.487 -0.957 0.016
O -3.685 -6.022 -0.846
C -2.947 -4.933 -0.722
C -2.715 -4.030 -1.775
C -1.971 -2.899 -1.516
N -1.509 -2.635 -0.295
C -1.658 -3.509 0.701
C -2.369 -4.673 0.536
C -0.991 -3.028 2.004
O -1.093 -3.658 3.020
O -0.356 -1.917 1.837
C -1.610 -1.795 -2.526
O -2.005 -1.841 -3.661
O -0.868 -0.876 -2.003
H -4.079 -6.116 -1.726
H -3.109 -4.177 -2.770
H -2.510 -5.359 1.355
C -0.216 2.069 -2.891
C 1.223 1.950 -2.365
C 1.825 0.617 -2.792
C 1.230 2.335 -0.897
C 1.191 3.708 -0.676
C 1.135 4.248 0.593
C 1.142 3.403 1.688
C 1.182 2.023 1.548
C 1.142 1.232 2.840
C 1.997 -0.029 2.938
C -0.319 0.910 3.183
C 1.206 1.476 0.235
N 1.281 0.086 0.069
C 2.500 -0.492 -0.055
C 3.704 0.246 0.041
C 4.931 -0.367 -0.070
C 5.028 -1.735 -0.293
C 3.872 -2.497 -0.410
C 2.653 -1.876 -0.286
F 1.511 -2.624 -0.408
H -0.223 1.914 -3.966
H -0.629 3.052 -2.679
H -0.845 1.306 -2.440
H 1.816 2.722 -2.870
H 1.226 -0.225 -2.452
H 2.849 0.518 -2.439
H 1.836 0.590 -3.880
H 1.218 4.366 -1.531
H 1.101 5.317 0.726
H 1.141 3.829 2.679
H 1.516 1.913 3.612
H 1.526 -0.875 2.443
H 2.098 -0.286 3.991
H 2.993 0.133 2.533
H -0.800 0.407 2.335
H -0.877 1.815 3.416
H -0.353 0.238 4.037
H 3.645 1.310 0.207
H 5.826 0.230 0.016
H 5.995 -2.205 -0.381
H 3.916 -3.559 -0.596
I -4.483 -1.393 0.579
C -3.788 0.591 0.406
C -4.730 1.606 0.501
C -4.305 2.917 0.391
C -2.953 3.155 0.197
C -2.093 2.075 0.121
N -2.494 0.807 0.221
H -5.768 1.368 0.659
H -5.018 3.724 0.461
H -2.563 4.155 0.109
H -1.036 2.229 -0.026

---

No. 3
74
Properties=species:S:1:pos:R:3 method="wB97M-V/def2-TZVPD" spin_multiplicity=2 orbital_gap_ev="7.65 / 6.39" e_above_lowest_kcal_mol=0.0 lumo_energy_ev="-0.746 / -1.986"
Ir 0.072 0.278 -0.291
I 5.285 -4.105 3.391
C 4.042 -2.668 2.550
C 4.433 -1.334 2.545
C 3.610 -0.385 1.966
I 4.286 1.581 1.840
C 2.386 -0.746 1.390
O 1.583 0.230 0.924
C 2.027 -2.083 1.382
C 0.830 -2.534 0.610
N -0.324 -1.589 0.592
C -1.406 -2.279 -0.114
C -2.392 -1.303 -0.632
C -3.690 -1.644 -0.966
C -4.513 -0.689 -1.530
C -4.012 0.585 -1.734
C -2.717 0.868 -1.360
N -1.913 -0.065 -0.804
C 2.852 -3.042 1.962
H 5.375 -1.032 2.983
H 0.475 -3.496 0.990
H 1.119 -2.666 -0.430
H -0.589 -1.369 1.549
H -1.873 -3.042 0.512
H -0.952 -2.773 -0.976
H -4.032 -2.656 -0.794
H -5.531 -0.935 -1.801
H -4.617 1.369 -2.166
H -2.287 1.847 -1.478
H 2.557 -4.084 1.934
O -0.298 2.670 -3.588
P 0.591 2.507 -2.291
O 1.516 3.608 -2.089
O -0.330 2.075 -1.083
O 1.396 1.092 -2.543
P 0.922 -0.356 -3.143
O -0.591 -0.024 -3.701
O 1.746 -0.826 -4.255
O 0.706 -1.203 -1.894
H -0.767 1.840 -3.788
H -0.614 -0.334 -4.617
C 0.226 3.109 1.678
Ge -0.629 1.378 1.771
C -2.525 1.708 2.207
C -3.668 1.117 1.665
C -4.943 1.464 2.095
C -5.106 2.423 3.082
C -3.986 3.017 3.645
C -2.715 2.660 3.214
C 0.003 0.445 3.371
C 1.087 0.980 4.013
C 1.741 0.306 5.073
C 1.308 -0.918 5.477
C 0.165 -1.506 4.874
C -0.312 -2.773 5.298
C -1.427 -3.332 4.745
C -2.139 -2.626 3.749
C -1.695 -1.407 3.319
C -0.509 -0.813 3.840
H 0.027 3.678 2.586
H -0.170 3.652 0.821
H 1.302 2.999 1.541
H -3.582 0.354 0.906
H -5.810 0.982 1.658
H -6.097 2.701 3.418
H -4.099 3.762 4.423
H -1.857 3.129 3.684
H 1.482 1.937 3.697
H 2.611 0.760 5.532
H 1.815 -1.455 6.270
H 0.225 -3.288 6.086
H -1.784 -4.296 5.084
H -3.052 -3.045 3.343
H -2.292 -0.847 2.605

---

No. 4
70
Properties=species:S:1:pos:R:3 method="wB97M-V/def2-TZVPD" spin_multiplicity=4 orbital_gap_ev="5.32 / 5.18" lumo_energy_ev="-1.456 / -1.543"
Mn -0.257 -0.201 0.907
Se -4.533 -3.795 -0.544
Sb -2.327 -3.174 -1.293
Se -1.236 -1.565 0.048
Se -1.103 -5.258 -1.526
Se -2.624 -2.677 -3.671
C -2.725 1.603 -3.890
C -1.687 0.726 -3.617
C -1.172 0.648 -2.334
C -1.710 1.407 -1.285
C -2.739 2.311 -1.584
C -3.226 2.404 -2.877
N -1.305 1.208 0.045
C -1.549 2.295 0.924
C -2.437 2.182 1.999
C -2.632 3.249 2.865
C -1.965 4.447 2.661
C -1.111 4.582 1.575
C -0.895 3.515 0.718
H -3.136 1.654 -4.890
H -1.301 0.079 -4.392
H -0.324 0.011 -2.130
H -3.175 2.910 -0.797
H -4.032 3.098 -3.078
H -3.016 1.274 2.117
H -3.327 3.144 3.689
H -2.128 5.277 3.336
H -0.610 5.523 1.387
H -0.233 3.606 -0.135
C -2.264 -5.827 2.937
C -1.775 -4.434 3.138
C -0.423 -4.112 3.043
C 0.011 -2.802 3.159
C -0.916 -1.795 3.390
C -2.276 -2.096 3.480
C -2.693 -3.406 3.380
S -0.577 -0.092 2.910
C -0.443 0.746 4.481
O 0.818 -0.026 2.334
H -1.446 -6.542 2.883
H -2.828 -5.889 2.003
H -2.952 -6.108 3.736
H 0.295 -4.890 2.820
H 1.062 -2.560 3.044
H -2.998 -1.291 3.583
H -3.747 -3.644 3.409
H 0.441 0.350 4.978
H -1.349 0.533 5.044
H -0.343 1.814 4.295
S 5.622 0.191 -1.490
C 3.910 0.025 -1.025
C 3.137 -1.060 -1.420
C 1.839 -1.160 -0.976
N 1.269 -0.240 -0.175
C 2.011 0.827 0.175
C 3.327 0.980 -0.207
C 5.358 0.764 -3.176
C 5.486 2.117 -3.447
C 5.282 2.538 -4.755
N 4.969 1.711 -5.745
C 4.849 0.419 -5.469
C 5.034 -0.113 -4.198
H 3.537 -1.839 -2.053
H 1.209 -2.003 -1.232
H 1.553 1.584 0.796
H 3.881 1.845 0.128
H 5.739 2.818 -2.665
H 5.371 3.586 -5.015
H 4.596 -0.227 -6.301
H 4.936 -1.175 -4.024

---

No. 5
62
Properties=species:S:1:pos:R:3 method="wB97M-V/def2-TZVPD" total_charge=+1 orbital_gap_ev=8.61 smiles="COc1ccc(C2(N(Cc3ccccc3)C3=[NH+]CCN3)c3ccccc3-c3ccccc32)cc1" lumo_energy_ev=-2.222
C 2.796 -4.352 0.360
C 1.624 -4.459 1.117
C 0.483 -3.753 0.736
C 0.542 -2.834 -0.320
C -0.650 -1.998 -0.707
N -0.375 -0.540 -0.800
C -0.742 0.019 -2.004
N -0.046 0.896 -2.726
C -0.761 1.317 -3.914
C -1.975 0.411 -3.917
N -1.846 -0.318 -2.673
C 1.697 -2.763 -1.096
C 2.815 -3.529 -0.771
H 3.693 -4.902 0.646
H 1.597 -5.099 2.004
H -0.461 -3.888 1.270
H -0.985 -2.319 -1.703
H -1.493 -2.185 -0.029
H 0.847 1.275 -2.429
H -1.037 2.379 -3.850
H -0.136 1.171 -4.798
H -2.919 0.966 -3.949
H -1.941 -0.286 -4.758
H -2.547 -0.949 -2.298
H 1.719 -2.099 -1.965
H 3.704 -3.470 -1.400
C -3.392 5.861 0.281
O -2.353 5.318 -0.570
C -1.727 4.174 -0.172
C -0.520 3.846 -0.826
C 0.127 2.661 -0.518
C -0.478 1.681 0.282
C 0.046 0.232 0.361
C -0.460 -0.527 1.596
C 0.616 -0.997 2.360
C 0.422 -1.825 3.463
C -0.885 -2.132 3.829
C -1.971 -1.645 3.089
C -1.767 -0.868 1.936
C 1.867 -0.629 1.685
C 1.571 0.121 0.529
C 2.608 0.546 -0.285
C 3.927 0.188 0.056
C 4.192 -0.663 1.136
C 3.149 -1.084 1.960
C -1.596 2.076 1.025
C -2.242 3.292 0.801
H -3.632 6.823 -0.176
H -4.272 5.200 0.286
H -3.016 6.000 1.307
H -0.136 4.529 -1.582
H 1.140 2.548 -0.893
H 1.300 -2.212 3.984
H -1.062 -2.744 4.715
H -2.991 -1.864 3.409
H -2.618 -0.531 1.336
H 2.420 1.149 -1.179
H 4.749 0.579 -0.546
H 5.211 -0.991 1.339
H 3.291 -1.794 2.774
H -1.967 1.452 1.832
H -3.152 3.540 1.350

---

No. 6
74
Properties=species:S:1:pos:R:3 method="wB97M-V/def2-TZVPD" spin_multiplicity=2 orbital_gap_ev="6.49 / 6.24" e_above_lowest_kcal_mol=80.8 lumo_energy_ev="-0.737 / -0.856"
Ru -0.870 -0.793 0.804
S 1.389 -0.786 0.187
C 1.762 0.695 1.089
N 2.932 1.013 1.534
N 3.910 0.140 1.366
C 5.171 0.358 1.929
C 5.495 1.563 2.545
C 6.763 1.736 3.074
C 7.714 0.727 2.996
C 7.382 -0.471 2.378
C 6.117 -0.659 1.846
N 0.789 1.658 1.274
N -0.398 1.260 1.211
C -1.363 2.287 0.960
C -2.655 1.993 1.123
C -3.547 2.591 0.097
C -3.295 4.049 -0.109
C -2.038 4.471 -0.070
C -0.926 3.453 -0.001
H 3.683 -0.781 1.002
H 4.752 2.346 2.598
H 7.012 2.676 3.551
H 8.702 0.872 3.410
H 8.111 -1.267 2.308
H 5.859 -1.595 1.363
H -2.964 1.107 1.659
H -4.597 2.361 0.249
H -4.135 4.703 -0.299
H -1.774 5.511 -0.215
H 0.006 3.886 0.385
C 0.119 0.252 4.250
C -0.238 -1.162 3.951
N -0.445 -1.659 2.762
C -0.806 -2.995 2.814
C -0.862 -3.511 4.062
S -0.461 -2.307 5.202
C -1.039 -3.656 1.536
C -1.170 -4.977 1.276
S -1.261 -5.222 -0.410
C -1.111 -3.543 -0.697
N -1.037 -2.849 0.412
C -1.004 -3.010 -2.084
H 1.049 0.527 3.752
H 0.230 0.402 5.322
H -0.668 0.911 3.888
H -1.130 -4.512 4.354
H -1.200 -5.795 1.974
H -1.116 -3.813 -2.810
H -0.027 -2.540 -2.215
H -1.746 -2.234 -2.261
C -0.649 0.405 -7.115
C -0.978 0.577 -5.657
C -2.273 0.869 -5.242
C -2.569 1.047 -3.897
C -1.555 0.933 -2.963
C -0.252 0.652 -3.350
C 0.024 0.471 -4.693
S -1.811 1.056 -1.215
O -3.238 1.800 -1.202
O -0.737 2.968 -1.283
N -2.102 -0.525 -0.739
C -3.450 -1.027 -0.492
C -3.614 -1.477 0.956
O -4.527 -2.199 1.293
O -2.687 -1.003 1.747
H -1.551 0.371 -7.724
H -0.089 -0.516 -7.282
H -0.033 1.232 -7.473
H -3.061 0.964 -5.980
H -3.575 1.284 -3.578
H 0.528 0.593 -2.601
H 1.040 0.256 -5.004
H -3.704 -1.885 -1.126
H -4.201 -0.261 -0.702

---

Short version: electronic energy = -191775.276, -59550.521, -145066.096, -358989.063, -38076.583, -96104.119 eV, in the order given.
Short version: M = 1373.3, 846.7, 1125.1, 1003.2, 446.6, 779.9 g/mol, in the order given.